Formula: C8H14N3Re
Source: the Open Molecules 2025 dataset
Level of theory: the ωB97M-V functional and the def2-TZVPD basis

Calculated values
2S+1 = 4
Net charge = +1
Expectation value of S² = 3.78
Electronic energy = -15111.8632 eV
Kohn-Sham gap (alpha / beta) = 7.092 / 6.812 eV
ΔE to the lowest compared entry with this formula, charge and spin = 1.8 kcal per mole
M = 338.43 g/mol

```
26
Properties=species:S:1:pos:R:3:forces:R:3
C 1.0081 3.6068 -2.7231 1.0 -3.2 -0.1
Re -0.5741 1.4077 -0.5584 4.1 2.3 -0.5
N -1.6099 0.9957 -2.2940 -1.7 -0.5 -2.3
H 1.1261 1.6922 -0.0942 -1.3 0.1 0.0
H 1.4472 2.5926 -2.9340 -0.2 0.6 -0.1
H 1.9113 4.1593 -2.5443 -0.1 0.6 1.0
H 0.3506 3.2881 -1.8535 0.4 1.6 -0.9
H 0.6680 3.9021 -3.6981 -1.2 0.4 0.1
H -2.5690 0.8487 -1.9460 0.1 0.1 -0.6
H -1.3397 0.1484 -2.8424 -0.1 0.8 0.7
H -1.6516 1.7730 -2.9763 -0.1 -0.4 0.4
N -1.8968 -1.2314 1.9863 -0.3 0.6 -0.8
C -1.9094 -0.1096 1.1921 3.5 -2.3 0.9
N -0.6209 -0.0639 0.6337 -5.0 0.8 0.0
C 0.1010 -1.1848 0.8944 -1.5 2.4 0.4
C 1.4438 -1.2170 0.6404 2.5 -1.7 0.5
C 2.1106 -2.1893 1.4185 -0.8 0.9 -1.4
C 1.3995 -2.9757 2.3233 0.7 -0.2 0.0
C 0.0681 -2.7863 2.5295 -1.2 -0.6 0.2
C -0.6746 -1.8891 1.8036 1.3 0.4 0.0
H -2.6720 -1.4982 2.5883 0.4 -0.1 -0.2
H -2.6969 0.6439 1.1222 0.4 -0.4 0.0
H 1.9859 -0.5281 -0.0588 -0.9 -0.7 0.9
H 3.1554 -2.3518 1.2894 0.6 0.0 0.0
H 1.9427 -3.7327 2.8826 -0.2 0.2 0.0
H -0.5033 -3.3006 3.2186 -0.5 -1.5 1.8
```
Positions in Å, forces in eV/Å.